Computed, not measured: a structure of composition C56H45BrCl3GeN8O7SV at a distorted geometry, with ωB97M-V/def2-TZVPD.

```
123
Properties=species:S:1:pos:R:3:forces:R:3
V -0.021882 0.425337 -0.768281 -0.5 0.0 0.1
N -2.303507 -7.113279 -0.684658 0.1 -0.1 0.0
C -1.865198 -5.955464 -0.033132 0.0 0.0 0.0
C -2.071071 -5.784090 1.335822 0.0 0.0 0.0
C -1.607112 -4.646712 1.978133 0.0 0.0 0.0
C -0.934099 -3.675238 1.257325 0.0 0.0 0.0
C -0.726820 -3.835359 -0.106492 0.1 0.0 0.0
C -1.181206 -4.971563 -0.746506 0.0 0.0 0.0
S -0.327556 -2.215200 2.049849 0.1 -0.1 0.0
O 1.114655 -2.289699 2.045442 0.0 0.0 0.0
O -0.982723 -2.100095 3.328460 0.0 0.0 -0.1
N -0.707244 -1.017727 1.049073 -0.2 0.2 -0.3
C -1.987039 -0.607231 0.909044 0.3 -0.3 0.3
N -3.054888 -1.298115 1.342665 0.0 0.2 0.0
C -4.231170 -0.726245 1.143215 0.0 0.1 0.0
C -4.398624 0.489951 0.493534 0.0 0.0 0.1
C -3.249805 1.081110 0.003944 0.1 0.1 0.1
N -2.050567 0.561383 0.226644 -0.1 -0.2 -0.3
H -3.088738 -7.570590 -0.252218 0.0 0.0 0.0
H -2.423559 -7.006097 -1.679292 0.0 0.0 0.0
H -2.611598 -6.540488 1.894705 0.0 0.0 0.0
H -1.784060 -4.491879 3.034254 0.0 0.0 0.0
H -0.210994 -3.065975 -0.669154 0.0 -0.1 0.0
H -1.023429 -5.086548 -1.813430 0.0 0.0 0.1
H -5.094196 -1.283061 1.499769 0.0 0.0 0.0
H -5.372263 0.926927 0.332285 0.0 0.0 0.0
H -3.277009 1.996225 -0.573321 0.0 0.0 0.0
Br 2.157685 6.561356 11.508481 0.0 0.0 0.0
C 2.069178 5.683518 9.830641 0.0 0.0 0.0
C 3.040198 4.756014 9.497607 0.0 0.0 0.0
C 2.963602 4.120539 8.266699 0.0 0.0 0.1
C 1.930220 4.413135 7.388306 0.1 -0.1 -0.2
C 0.959246 5.347978 7.737497 0.0 0.0 0.0
C 1.028447 5.985897 8.962723 0.0 0.0 0.0
N 1.957497 3.696905 6.146475 0.2 0.1 0.4
N 1.026225 3.984254 5.388617 -0.3 -0.2 -0.6
C 1.008056 3.286078 4.147281 0.0 0.2 0.3
C 1.887155 2.281347 3.816328 0.0 0.0 -0.1
C 1.799059 1.627498 2.583888 -0.1 0.0 0.1
C 0.838105 1.993136 1.663188 0.0 -0.4 0.0
O 0.721161 1.305481 0.542566 0.6 1.2 0.8
C -0.061228 3.067943 1.956839 0.1 0.0 -0.1
N -0.932398 3.455906 0.995566 0.0 -0.1 0.0
C -1.788110 4.397277 1.275823 0.0 0.0 0.0
C -1.860636 5.032816 2.535555 0.0 0.0 -0.1
C -0.962725 4.685616 3.498819 0.1 0.0 0.0
C 0.001179 3.684775 3.224718 0.0 0.0 0.0
H 3.842989 4.532726 10.186113 0.0 0.0 0.0
H 3.704157 3.388209 7.972905 0.0 0.0 0.0
H 0.159226 5.565594 7.045087 0.0 0.0 0.0
H 0.280484 6.713146 9.247279 0.0 0.0 0.0
H 2.641595 1.985454 4.531497 0.0 0.0 0.0
H 2.453340 0.800384 2.344264 0.0 0.0 0.0
H -2.459113 4.691044 0.471853 0.0 0.0 0.0
H -2.618283 5.783273 2.718470 0.0 0.0 0.0
H -0.970478 5.153194 4.472666 0.0 0.0 0.0
Cl 5.328727 -0.965004 -2.426541 -0.1 0.0 0.0
C 4.002776 0.221767 -2.517614 -0.1 -0.2 -0.1
Cl 3.460455 0.281933 -4.206048 -0.1 0.1 0.1
Cl 4.637902 1.806091 -2.029687 0.0 0.0 0.0
C 2.800144 -0.116939 -1.584096 0.2 -0.2 -0.2
N 1.664886 0.289234 -1.774671 -0.2 0.0 0.0
Ge -0.718837 2.535880 -1.980287 0.1 0.2 -0.5
C 0.662343 3.928449 -2.177885 0.0 0.0 0.2
C 1.755197 3.755335 -3.023159 0.0 0.0 0.0
C 2.675103 4.774578 -3.229017 0.0 0.0 0.0
C 2.524456 5.991954 -2.581273 0.0 0.0 0.0
C 1.447784 6.181054 -1.725856 0.0 0.0 0.0
C 0.529521 5.157859 -1.530764 0.0 0.0 0.0
C -1.245093 2.106628 -3.841671 0.0 -0.2 0.0
C -2.530344 2.405070 -4.289368 0.0 0.0 0.0
C -2.967340 2.017475 -5.549034 0.0 0.0 0.0
C -2.120698 1.310947 -6.391050 0.0 0.0 0.0
C -0.832064 1.012015 -5.969089 0.0 0.0 0.0
C -0.404350 1.409755 -4.709710 0.1 0.1 0.0
H -1.961737 3.363023 -1.554575 0.0 -0.1 0.1
H 1.898456 2.809382 -3.528415 0.0 -0.1 0.0
H 3.518074 4.610910 -3.890424 0.0 0.0 0.0
H 3.242787 6.787703 -2.739083 0.0 0.0 0.0
H 1.320704 7.127688 -1.213192 0.0 0.0 0.0
H -0.306674 5.320273 -0.862098 0.0 0.0 0.0
H -3.211912 2.940593 -3.636233 0.0 0.0 0.0
H -3.975226 2.255101 -5.868931 0.0 0.0 0.0
H -2.465208 0.985980 -7.365486 0.0 0.0 0.0
H -0.163580 0.455041 -6.616214 0.0 0.0 0.0
H 0.601692 1.158307 -4.390805 0.0 -0.1 0.0
O 3.293956 -0.843843 -0.483991 -0.1 0.3 0.2
C 2.925094 -2.145595 -0.334304 0.1 0.1 0.1
O 2.081467 -2.676361 -0.998373 0.0 0.0 -0.2
C 3.759059 -2.827874 0.691788 0.0 -0.1 0.0
C 3.416026 -4.128043 1.046508 0.0 0.0 0.0
C 4.195495 -4.821221 1.955839 0.0 0.0 0.0
C 5.320431 -4.220248 2.506912 0.0 0.0 0.0
C 5.661992 -2.923014 2.153255 0.0 0.0 0.0
C 4.881085 -2.222966 1.245238 0.0 0.0 0.0
H 2.530141 -4.571383 0.613060 0.0 0.0 0.0
H 3.919884 -5.827735 2.243358 0.0 0.0 0.0
H 5.933042 -4.766392 3.213810 0.0 0.0 0.0
H 6.536177 -2.453172 2.585429 0.0 0.0 0.0
H 5.136501 -1.210884 0.964532 0.0 0.0 0.0
C -2.282534 -6.296425 -4.883662 0.0 0.0 0.0
C -2.194414 -4.941709 -4.233687 -0.1 0.0 0.0
C -3.217740 -4.463966 -3.426095 0.0 0.0 0.0
C -3.166362 -3.203862 -2.842438 0.1 0.0 0.0
C -4.289358 -2.803056 -1.922660 0.0 0.0 0.0
C -2.040102 -2.393524 -3.071693 -0.2 0.0 0.0
C -0.979619 -2.867058 -3.854560 0.0 0.0 0.0
C 0.286296 -2.094955 -4.111383 0.0 0.0 0.1
C -1.086097 -4.133131 -4.426837 0.0 0.0 0.0
C -2.057790 -1.002412 -2.503813 0.2 0.3 0.3
O -3.051484 -0.312199 -2.517252 0.0 0.0 -0.1
O -0.919752 -0.581947 -1.960196 -0.4 -0.9 -0.8
H -3.181751 -6.827297 -4.569441 0.0 0.0 0.0
H -1.416319 -6.912275 -4.632536 0.0 0.0 0.0
H -2.311019 -6.204351 -5.971267 0.0 0.0 0.0
H -4.084558 -5.089816 -3.237342 0.0 0.0 0.0
H -4.989404 -3.632213 -1.815388 0.0 0.0 0.0
H -4.819894 -1.926646 -2.287811 0.0 0.0 0.0
H -3.898725 -2.557653 -0.933069 0.0 0.0 0.0
H 0.144299 -1.020392 -4.074710 0.0 0.0 0.0
H 0.693896 -2.367574 -5.086083 0.0 0.0 0.0
H 1.027899 -2.339426 -3.348287 0.0 0.0 0.1
H -0.267922 -4.488194 -5.046054 0.0 0.0 0.0
```
Forces are in eV/Å.

Values from the calculation:
Total charge: -1
HOMO-LUMO gap (spin up / spin down), eV: 6.6 / 6.8
ΔE to the lowest compared entry with this formula, charge and spin, kcal per mole: 3.6
Expectation value of S²: 0.78
E, eV: -285709.04209
2S+1: 2

These are the Mulliken partial charges, in e, on atoms 1 to 8: V 0.127; N -0.579; C 0.747; C -0.962; C -0.661; C -0.333; C 0.601; C -1.275